1.
This record from OMol25 describes the molecule C8H11NO at a distorted geometry. The level of theory is wB97M-V/def2-TZVPD.

Calculated values
ΔE to the lowest compared entry with this formula, charge and spin ... 3.835 eV
SMILES ... C=C1C(=O)N/C1=C\C(C)C
HOMO ... -8.8 eV

Last columns: bonded neighbours and bond lengths (Å).
Element x y z (Å)
1 C -2.858 -2.080 -0.201  C2 1.338, H11 1.046, H12 1.075
2 C -2.380 -0.846 -0.003  C1 1.338, C3 1.570, C6 1.491
3 C -3.153 0.517 0.090  C2 1.570, O4 1.220, N5 1.490
4 O -4.285 0.964 0.177  C3 1.220
5 N -1.770 1.070 0.129  C3 1.490, C6 1.592, H13 0.958
6 C -0.988 -0.313 0.034  C2 1.491, N5 1.592, C7 1.446
7 C 0.390 -0.644 -0.257  C6 1.446, C8 1.505, H14 1.110
8 C 1.376 0.485 -0.119  C7 1.505, C9 1.525, C10 1.555, H15 1.068
9 C 2.050 0.503 1.248  C8 1.525, H16 1.130, H17 1.106, H18 1.117
10 C 2.488 0.518 -1.205  C8 1.555, H19 1.149, H20 1.126, H21 1.044
11 H -3.890 -2.232 -0.277  C1 1.046
12 H -2.175 -2.893 -0.364  C1 1.075
13 H -1.332 1.904 0.304  N5 0.958
14 H 0.772 -1.675 -0.110  C7 1.110
15 H 0.751 1.347 -0.029  C8 1.068
16 H 2.610 1.458 1.477  C9 1.130
17 H 2.786 -0.298 1.445  C9 1.106
18 H 1.220 0.439 1.992  C9 1.117
19 H 3.150 1.447 -1.067  C10 1.149
20 H 2.082 0.591 -2.252  C10 1.126
21 H 3.155 -0.262 -1.011  C10 1.044

Need the Mulliken charges? In units of e they are: C -1.066; C 0.501; C 0.376; O -0.580; N -0.070; C 0.098; C -0.597; C 0.855; C -1.370; C -1.394; H 0.361; H 0.284; H 0.141; H 0.290; H 0.083; H 0.338; H 0.366; H 0.328; H 0.347; H 0.331; H 0.378

2.
This record from OMol25 describes a cluster of 2 separate species, C3H11NO3 in total. The level of theory is wB97M-V/def2-TZVPD.

Calculated values
ΔE to the lowest compared entry with this formula, charge and spin ... 1.600 eV
SMILES ... NC(CO)CO.O
HOMO ... -10.1 eV

Last columns: bonded neighbours and bond lengths (Å).
Element x y z (Å)
1 N -0.220 1.249 0.246  C2 1.471, H7 1.009, H8 1.014
2 C -0.330 0.071 -0.628  N1 1.471, C3 1.520, C5 1.517, H9 1.104
3 C -1.148 -1.060 -0.027  C2 1.520, O4 1.429, H10 1.082, H11 1.083
4 O -2.497 -0.682 0.249  C3 1.429, H12 0.964
5 C 1.038 -0.430 -1.053  C2 1.517, O6 1.411, H13 1.108, H14 1.101
6 O 0.884 -1.193 -2.230  C5 1.411, H15 0.961
7 H -0.658 1.030 1.129  N1 1.009
8 H -0.788 1.986 -0.157  N1 1.014
9 H -0.900 0.330 -1.538  C2 1.104
10 H -1.128 -1.856 -0.760  C3 1.082
11 H -0.772 -1.430 0.920  C3 1.083
12 H -2.820 -0.139 -0.480  O4 0.964
13 H 1.730 0.424 -1.188  C5 1.108
14 H 1.502 -1.014 -0.243  C5 1.101
15 H 1.744 -1.341 -2.633  O6 0.961
16 O 1.189 1.317 3.091  H17 0.968, H18 0.967
17 H 2.138 1.496 3.162  O16 0.968
18 H 1.036 1.242 2.139  O16 0.967

Need the Mulliken charges? In units of e they are: N -0.678; C 0.156; C -0.816; O -0.505; C -0.672; O -0.517; H 0.348; H 0.227; H 0.433; H 0.390; H 0.373; H 0.326; H 0.373; H 0.258; H 0.298; O -0.651; H 0.314; H 0.343

3.
This record from OMol25 describes a cluster of 2 separate species, H3N5OS in total at a distorted geometry. The level of theory is wB97M-V/def2-TZVPD.

Calculated values
ΔE to the lowest compared entry with this formula, charge and spin ... 0.780 eV
HOMO ... -9.5 eV

Last columns: bonded neighbours and bond lengths (Å).
Element x y z (Å)
1 N 0.808 1.693 0.397  N2 1.155, N3 1.361
2 N -0.085 1.017 0.118  N1 1.155, N4 1.105
3 N 1.696 1.318 1.358  N1 1.361, H8 1.056, H9 1.121
4 N -0.935 0.696 -0.512  N2 1.105
5 N -1.490 -1.933 -1.082  O6 1.245, S7 1.576, H10 0.980
6 O -0.258 -1.956 -0.902  N5 1.245
7 S -2.568 -2.942 -1.633  N5 1.576
8 H 2.629 1.022 0.962  N3 1.056
9 H 2.019 2.164 2.019  N3 1.121
10 H -1.816 -1.080 -0.725  N5 0.980

Need the Mulliken charges? In units of e they are: N -0.507; N 1.131; N -0.452; N -0.739; N 0.278; O -0.445; S -0.114; H 0.258; H 0.278; H 0.312

4.
This record from OMol25 describes the molecule C9H8N2O at a distorted geometry. The level of theory is wB97M-V/def2-TZVPD.

Calculated values
ΔE to the lowest compared entry with this formula, charge and spin ... 2.336 eV
SMILES ... Nc1cc(=O)c2ccccc2[nH]1
HOMO ... -8.2 eV

Last columns: bonded neighbours and bond lengths (Å).
Element x y z (Å)
1 N -0.689 0.353 3.544  C2 1.457, H13 1.117, H14 1.013
2 C -0.530 0.123 2.114  N1 1.457, C3 1.395, N12 1.410
3 C -0.302 -1.171 1.643  C2 1.395, C4 1.577, H15 1.241
4 C 0.038 -1.554 0.151  C3 1.577, O5 1.218, C6 1.423
5 O 0.063 -2.707 -0.238  C4 1.218
6 C 0.084 -0.423 -0.713  C4 1.423, C7 1.359, C11 1.325
7 C 0.393 -0.656 -2.016  C6 1.359, C8 1.369, H16 1.048
8 C 0.699 0.408 -2.822  C7 1.369, C9 1.380, H17 1.012
9 C 0.538 1.707 -2.386  C8 1.380, C10 1.363, H18 1.138
10 C 0.189 1.976 -1.096  C9 1.363, C11 1.464, H19 1.065
11 C -0.001 0.809 -0.233  C6 1.325, C10 1.464, N12 1.438
12 N -0.563 1.065 1.066  C2 1.410, C11 1.438, H20 1.145
13 H -0.698 -0.670 3.993  N1 1.117
14 H 0.028 0.917 3.985  N1 1.013
15 H 0.098 -2.105 2.355  C3 1.241
16 H 0.515 -1.626 -2.393  C7 1.048
17 H 0.974 0.163 -3.765  C8 1.012
18 H 0.973 2.598 -2.946  C9 1.138
19 H 0.087 2.991 -0.789  C10 1.065
20 H -0.354 2.153 1.355  N12 1.145

Need the Mulliken charges? In units of e they are: N -0.582; C 0.501; C -0.568; C 0.434; O -0.665; C 0.607; C -0.655; C -0.642; C -0.427; C -0.773; C 0.525; N -0.202; H 0.304; H 0.242; H 0.059; H 0.488; H 0.480; H 0.262; H 0.313; H 0.299

no.,gap between HOMO and LUMO (eV)
1,9.082
2,10.821
3,8.695
4,8.760